# 1
A 2-piece molecular cluster, C4H9O3 overall at a distorted geometry, computed with ωB97M-V/def2-TZVPD.

Output
Highest occupied orbital energy in eV: -3.41
Net charge: -1

```
16
C4H9O3 (ωB97M-V/def2-TZVPD)
C 0.37 -0.53 -0.84
O 1.13 -1.61 -1.04
C 0.01 -0.36 0.67
C -0.74 0.89 1.04
C -1.10 0.98 2.48
O -2.23 1.03 2.95
H 0.69 0.37 -1.31
H -0.47 -0.55 -1.58
H -0.66 -1.29 0.87
H 0.91 -0.60 1.32
H -1.79 0.93 0.56
H -0.27 1.84 0.76
H -0.27 0.97 3.21
H 1.97 -0.08 -3.40
H 1.20 -1.33 -2.36
O 1.26 -0.68 -3.33
```

Löwdin atomic charge list, values in e, 8 entries: -0.516 -0.271 -0.196 -0.213 -0.298 0.000 0.068 0.104


# 2
One molecule with the formula C15H24N2O2, computed with ωB97M-V/def2-TZVPD.

Output
Highest occupied orbital energy in eV: -9.02
SMILES: CCC(C#CCN1CCOCC1)(CC)OCCC#N

```
43
C15H24N2O2 (ωB97M-V/def2-TZVPD)
C -2.19 -1.97 -2.06
C -2.39 -2.15 -0.56
C -1.69 -1.05 0.27
C -0.25 -1.14 0.02
C 0.93 -1.22 -0.18
C 2.36 -1.32 -0.39
N 2.97 0.00 -0.49
C 2.80 0.78 0.72
C 3.39 2.17 0.50
O 4.75 2.11 0.16
C 4.93 1.33 -1.00
C 4.38 -0.08 -0.81
C -1.95 -1.28 1.77
C -1.26 -0.24 2.64
O -2.05 0.26 -0.16
C -3.39 0.65 -0.03
C -3.50 2.05 -0.64
C -4.84 2.55 -0.57
N -5.92 2.93 -0.51
H -2.58 -1.01 -2.38
H -2.71 -2.76 -2.60
H -1.13 -2.01 -2.30
H -1.97 -3.12 -0.25
H -3.46 -2.16 -0.32
H 2.80 -1.91 0.44
H 2.55 -1.85 -1.33
H 1.73 0.86 0.93
H 3.30 0.31 1.59
H 3.32 2.77 1.41
H 2.83 2.68 -0.30
H 6.01 1.31 -1.19
H 4.42 1.81 -1.85
H 4.50 -0.64 -1.75
H 4.96 -0.59 -0.02
H -1.58 -2.27 2.03
H -3.03 -1.27 1.96
H -0.18 -0.31 2.53
H -1.51 -0.39 3.69
H -1.56 0.77 2.36
H -3.71 0.69 1.02
H -4.07 -0.03 -0.57
H -3.18 2.02 -1.69
H -2.83 2.73 -0.10
```

Löwdin atomic charge list, values in e, 8 entries: -0.077 -0.176 -0.494 0.051 0.032 -0.200 -0.175 -0.169


# 3
One molecule with the formula CHFN2O at a distorted geometry, computed with ωB97M-V/def2-TZVPD.

Output
Highest occupied orbital energy in eV: -9.17
SMILES: O=N/N=C\F

```
6
CHFN2O (ωB97M-V/def2-TZVPD)
O 2.43 -0.51 0.19
N 1.38 -0.32 -0.35
N 0.26 -0.18 0.12
C -0.95 0.13 0.02
F -1.32 1.43 0.01
H -1.78 -0.56 0.01
```

Computed Löwdin charges, given in elementary charges: 0.000 -0.136 0.097 -0.141 0.051 0.129


# 4
A 8-piece molecular cluster, C29H51FO24 overall at a distorted geometry, computed with ωB97M-V/def2-TZVPD.

Output
Highest occupied orbital energy in eV: -10.63
SMILES: O=C1OC[C@@H](F)O1.CCOC(=O)OC.CCOC(=O)OC.CCOC(=O)OC.CCOC(=O)OC.CCOC(=O)OC.O=C1OCCO1.O=C1OCCO1

```
105
C29H51FO24 (ωB97M-V/def2-TZVPD)
O 18.67 -3.80 11.84
C 18.10 -3.68 10.82
O 18.00 -4.62 9.87
C 17.24 -4.12 8.79
C 16.66 -2.81 9.29
F 15.32 -2.97 9.51
O 17.34 -2.60 10.50
H 17.82 -4.06 7.86
H 16.45 -4.84 8.56
H 16.77 -2.00 8.57
C 23.47 0.39 9.89
C 22.27 -0.48 9.69
O 22.72 -1.73 9.15
C 21.90 -2.40 8.37
O 20.70 -2.33 8.41
O 22.62 -3.20 7.59
C 21.91 -3.94 6.60
H 24.39 -0.14 10.14
H 23.35 1.21 10.60
H 23.67 0.91 8.94
H 21.54 0.02 9.05
H 21.87 -0.67 10.68
H 21.69 -3.29 5.75
H 20.97 -4.29 7.00
H 22.54 -4.77 6.28
C 22.49 5.22 12.90
C 22.01 4.73 14.26
O 22.37 5.57 15.35
C 23.63 5.75 15.70
O 24.59 5.08 15.41
O 23.69 6.88 16.39
C 24.95 7.38 16.80
H 22.13 6.24 12.77
H 22.02 4.56 12.17
H 23.58 5.20 12.95
H 22.32 3.68 14.35
H 20.93 4.66 14.31
H 24.93 8.44 17.04
H 25.65 7.17 15.99
H 25.32 6.81 17.65
C 20.06 0.60 5.44
C 21.33 1.08 6.11
O 21.03 1.62 7.41
C 21.26 2.92 7.56
O 21.66 3.68 6.73
O 20.80 3.30 8.75
C 20.87 4.67 9.07
H 20.28 0.39 4.39
H 19.29 1.36 5.47
H 19.73 -0.38 5.79
H 21.82 1.81 5.47
H 22.03 0.26 6.26
H 20.46 4.82 10.06
H 20.47 5.33 8.29
H 21.94 4.91 9.15
C 12.58 0.29 7.94
C 13.96 0.42 8.47
O 14.17 -0.26 9.71
C 14.33 0.41 10.85
O 14.39 1.60 10.99
O 14.43 -0.51 11.81
C 14.77 -0.16 13.12
H 12.23 -0.75 8.05
H 12.48 0.60 6.90
H 11.86 0.91 8.49
H 14.28 1.46 8.42
H 14.64 -0.09 7.79
H 14.22 -0.80 13.81
H 14.45 0.85 13.40
H 15.81 -0.28 13.43
C 20.66 -4.39 14.99
C 20.15 -2.99 15.19
O 20.94 -2.11 14.35
C 20.96 -0.82 14.63
O 20.27 -0.21 15.39
O 21.89 -0.28 13.85
C 22.21 1.11 14.01
H 21.72 -4.56 15.12
H 20.30 -4.80 14.04
H 20.15 -4.95 15.79
H 20.24 -2.62 16.22
H 19.11 -2.93 14.87
H 22.90 1.26 14.85
H 21.23 1.55 14.16
H 22.75 1.43 13.13
O 16.06 1.46 5.89
C 16.62 2.23 6.63
O 16.44 2.32 7.94
C 17.50 3.14 8.49
C 17.83 4.03 7.27
O 17.50 3.14 6.18
H 17.09 3.61 9.38
H 18.34 2.48 8.72
H 18.89 4.26 7.29
H 17.28 4.97 7.24
O 19.87 2.92 11.99
C 19.45 1.88 11.57
O 20.16 0.80 11.29
C 19.31 -0.32 11.48
C 18.02 0.25 10.88
O 18.16 1.64 11.27
H 19.56 -1.18 10.87
H 19.26 -0.48 12.56
H 17.14 -0.25 11.30
H 17.90 0.14 9.80
```

Löwdin atomic charge list, values in e, 8 entries: 0.182 -0.559 0.101 -0.050 -0.283 0.065 0.116 0.137


# 5
One molecule with the formula C4H7NO at a distorted geometry, computed with ωB97M-V/def2-TZVPD.

Output
Highest occupied orbital energy in eV: -9.39
SMILES: C/N=C/[C@H]1CO1

```
13
C4H7NO (ωB97M-V/def2-TZVPD)
C 2.08 0.65 -0.36
N 0.95 -0.19 -0.02
C -0.09 0.16 -0.63
C -1.38 0.03 0.04
C -1.59 -1.14 0.88
O -1.34 0.12 1.46
H 1.75 1.64 -0.71
H 2.77 0.24 -1.10
H 2.49 0.75 0.64
H -0.04 0.64 -1.62
H -2.19 0.59 -0.44
H -2.60 -1.52 0.94
H -0.76 -1.85 0.95
```

Löwdin atomic charge list, values in e, 8 entries: -0.127 0.003 -0.167 -0.284 -0.123 -0.021 0.076 0.076


# 6
An isolated ion of composition C3H5FO2P and charge -1 at a distorted geometry, computed with ωB97M-V/def2-TZVPD.

Output
Highest occupied orbital energy in eV: -3.01
SMILES: COC/C(F)=P/[O-]
Net charge: -1

```
12
C3H5FO2P (ωB97M-V/def2-TZVPD)
C 2.02 0.55 -0.36
O 0.72 0.33 -0.67
C -0.09 -0.36 0.34
C -1.50 -0.39 -0.16
F -1.74 -1.31 -1.10
P -2.67 0.47 0.76
O -4.10 0.31 0.29
H 2.03 0.79 0.66
H 2.50 1.45 -1.02
H 2.53 -0.46 -0.39
H -0.16 -0.06 1.38
H 0.46 -1.31 0.26
```

Löwdin atomic charge list, values in e, 8 entries: -0.205 -0.244 -0.292 -0.599 -0.054 0.633 -0.664 0.037


# 7
A 2-piece molecular cluster, C5H9Cl2N overall at a distorted geometry, computed with ωB97M-V/def2-TZVPD.

Output
Highest occupied orbital energy in eV: -7.68

```
17
C5H9Cl2N (ωB97M-V/def2-TZVPD)
C -0.64 1.26 -1.30
C 0.78 0.22 0.61
C -0.02 2.55 -1.78
C -1.35 -0.79 0.69
C 0.77 -2.12 1.40
N 0.10 -0.87 0.84
Cl -0.22 0.02 -2.42
Cl 2.44 0.27 0.86
H 0.85 2.87 -1.22
H 0.30 2.69 -2.75
H -0.81 3.15 -1.36
H -1.96 -0.90 1.56
H -1.42 0.22 0.36
H -1.76 -1.42 -0.06
H 1.62 -1.76 1.85
H 0.18 -2.66 2.11
H 1.13 -2.75 0.60
```

Löwdin atomic charge list, values in e, 8 entries: -0.511 -0.594 -0.229 -0.092 -0.030 -0.257 0.561 0.659


# 8
C18H15N2O7S2Ta as an isolated structure, computed with ωB97M-V/def2-TZVPD.

Output
Highest occupied orbital energy in eV: -13.76
Net charge: +2

```
45
C18H15N2O7S2Ta (ωB97M-V/def2-TZVPD)
Ta -0.90 -0.82 0.65
N -1.95 0.44 -3.16
C -1.44 0.39 -1.97
O -1.52 -0.70 -1.29
C -0.78 1.55 -1.30
C -0.01 1.01 -0.09
H -2.41 -0.37 -3.56
H -1.89 1.28 -3.72
H -1.58 2.23 -0.98
H -0.16 2.11 -2.00
H 0.16 1.78 0.66
H 0.99 0.69 -0.42
O 0.91 -1.67 0.87
C 0.93 -1.46 2.17
O -0.13 -0.79 2.54
C 1.95 -1.89 3.02
C 3.00 -2.67 2.49
C 4.03 -3.12 3.28
C 3.98 -2.77 4.62
O 4.85 -3.08 5.57
C 4.39 -2.47 6.80
O 3.15 -1.83 6.49
C 2.93 -2.00 5.17
C 1.91 -1.55 4.40
H 2.99 -2.90 1.43
H 4.85 -3.71 2.89
H 5.12 -1.74 7.13
H 4.23 -3.25 7.54
H 1.10 -0.95 4.81
O -1.28 -3.17 1.28
S -2.71 -3.09 1.59
O -3.58 -4.05 1.03
N -2.90 -1.50 1.07
C -3.04 -0.67 2.10
S -2.47 0.89 1.75
C -3.31 -1.33 3.38
C -3.68 -0.77 4.59
C -3.87 -1.62 5.67
C -3.67 -2.99 5.54
C -3.29 -3.57 4.33
C -3.11 -2.71 3.27
H -3.84 0.30 4.68
H -4.17 -1.21 6.62
H -3.83 -3.63 6.40
H -3.14 -4.63 4.23
```

Löwdin atomic charge list, values in e, 8 entries: 1.835 0.284 -0.417 -0.129 -0.156 -0.293 0.164 0.161


no.,E_tot (eV),orbital gap (eV),LUMO energy (hartree)
1,-10435.451,6.982,0.1314
2,-23016.952,9.702,0.0251
3,-8794.133,9.279,0.0042
4,-82758.117,10.994,0.0132
5,-7796.272,10.377,0.0364
6,-19292.482,6.724,0.1363
7,-31860.059,7.977,0.0110
8,-59431.329,6.108,-0.2814